DFT (ωB97M-V/def2-TZVPD) results for one molecule with the formula C3H6N2O2S at a distorted geometry.

Element x y z (Å)
1 N 1.583 0.108 -1.726
2 N 0.713 -0.615 -1.445
3 C 0.146 -0.729 -0.257
4 C -0.805 -1.613 0.461
5 O -1.702 -0.737 1.131
6 S 0.769 0.517 1.013
7 C -0.320 1.796 0.987
8 O -1.575 1.923 0.632
9 H 2.190 0.083 -2.761
10 H 1.833 1.004 -1.189
11 H -0.183 -2.122 1.253
12 H -1.055 -2.512 -0.361
13 H -1.691 0.129 0.732
14 H 0.098 2.769 1.528

Output
2S+1: 1
Energy above the lowest of the compared OMol25 structures with the same formula, charge and spin, kcal per mole: 137.90
HOMO-LUMO gap, eV: 9.234
LUMO, eV: 0.360
SMILES: N/N=C(/CO)SC=O
Total charge: 0
DFT total energy, eV: -21113.870